ORCA calculation (wB97M-V/def2-TZVPD) on a structure of composition C13H35N5O2Se2V in a non-equilibrium geometry.

XYZ file:
```
58
Properties=species:S:1:pos:R:3:forces:R:3:lowdin_spin:R:1
H -1.081 -0.945 -2.488 -1.2626 -0.5819 1.5918 0.002
H 0.343 2.874 0.544 0.1914 0.0322 -0.0066 0.000
H -3.336 1.011 3.178 0.4046 -0.4877 -1.6004 -0.001
Se -0.006 1.673 -1.585 -0.0785 -0.1001 0.1903 -0.026
H 2.581 -2.574 -1.442 -0.1450 0.6799 0.7373 -0.001
H 0.849 -1.186 -2.146 0.4565 0.4160 1.4719 0.001
H 2.830 3.170 2.110 -0.9801 0.2876 -0.3959 0.000
H 4.347 2.672 -0.930 -0.2760 0.0002 -0.2715 0.000
H -1.104 1.471 2.171 -0.0264 0.7554 0.0661 0.003
C -0.961 -3.533 0.880 0.3113 0.9890 -1.5754 0.002
H -3.254 -0.543 2.358 0.3370 -0.9508 0.3883 0.000
H -2.403 1.526 -0.534 0.5747 0.3120 -0.0565 0.003
H -1.456 -4.126 1.629 0.2206 0.0246 0.8785 0.000
H 0.929 3.863 -0.709 -0.4770 1.6703 -1.0989 0.000
H -1.071 0.060 2.933 -0.0697 0.4609 -0.4918 0.001
C 1.724 -2.438 -0.744 0.1136 -1.0800 -2.0895 0.000
H 0.443 -2.170 1.477 1.2979 0.1982 1.0445 0.002
C -3.588 0.896 0.913 -0.0628 1.2753 1.2097 0.000
H 2.671 5.527 1.509 -0.1318 -0.9770 -0.5128 0.000
C -2.932 -1.369 -1.516 -1.5894 -2.5158 -1.4488 0.003
H -4.461 0.203 -1.416 0.8783 -0.1465 -0.3270 0.000
C 2.678 1.189 0.420 -0.4936 -0.7870 -1.4360 0.002
N -1.503 0.553 2.136 1.0436 -1.4631 0.1225 -0.001
O 2.379 4.844 0.867 -0.7009 1.9295 0.5268 0.000
H -1.100 -1.862 2.060 0.5130 -0.0431 0.5138 0.003
H 3.075 2.159 -2.024 -0.4035 -0.7990 -1.2255 0.000
H -3.226 -1.861 -0.563 0.1829 0.2287 -0.4593 0.001
C 0.195 -4.318 0.258 -0.8904 -0.9995 -0.3197 0.000
C 2.404 2.612 -0.035 0.3106 0.0889 0.5697 0.002
H 1.575 -4.568 -1.300 0.5476 0.3400 0.1358 0.000
H 1.606 -0.433 -0.854 0.5264 0.6115 -0.5558 0.001
H -1.060 -2.283 -1.567 0.0433 -1.2006 0.1765 0.001
C 3.304 2.852 -1.268 0.4836 1.1236 1.9603 0.000
H 0.263 -3.692 -1.846 -0.0926 0.3433 0.1991 0.000
H 2.071 -2.477 0.273 0.3083 0.6716 0.3883 0.001
V -0.597 -0.218 0.120 -0.4118 -0.1198 -0.8823 2.039
H 4.007 3.638 0.999 -0.0489 -0.1112 -0.3282 0.000
C 0.945 -3.737 -0.983 -1.1242 -0.6273 0.9159 0.000
N 0.989 -1.174 -1.104 0.3817 -1.9995 -0.2061 -0.008
Se 1.332 0.340 1.573 0.7829 0.3814 0.3771 -0.042
H -2.934 0.581 -2.262 0.5492 1.1468 -1.6926 0.000
C -2.929 0.471 2.245 -1.7453 0.9584 0.5417 0.001
C 0.933 2.881 -0.377 0.3101 -1.0340 1.5456 0.006
H -4.548 0.408 0.843 -0.3564 0.0029 -0.1550 0.000
H -3.714 1.989 0.935 -0.4772 -0.2966 0.0954 0.000
N -2.743 0.627 -0.232 1.0240 -0.0314 -0.4888 -0.001
H 0.859 -4.646 1.083 0.1104 0.3676 -0.5837 0.000
C 2.906 3.586 1.082 1.4688 -1.3610 0.3092 0.000
H 3.665 1.062 0.854 0.0070 0.0030 0.1382 -0.001
H -0.296 -5.260 -0.097 0.4939 0.5019 0.3029 0.000
H -3.439 -2.048 -2.363 0.9111 1.8076 1.6037 0.000
H -1.748 -3.388 0.138 -0.0184 -0.0835 -0.2272 0.000
N -1.485 -1.391 -1.598 0.6272 2.0847 -1.1384 -0.002
C -3.349 0.075 -1.458 -1.7978 -1.2715 1.9921 0.001
H 2.655 0.606 -0.543 0.5799 0.4715 0.9606 0.000
H 3.128 4.828 -1.111 0.0194 -0.0477 0.5696 0.000
O 3.154 4.147 -1.781 0.0335 -0.1380 -1.1887 0.000
N -0.522 -2.155 1.287 -2.3838 -0.9111 -0.7603 0.008
```
Forces are in eV/Å.

Multiplicity = 3
HOMO-LUMO gap (alpha / beta) = 7.782 / 7.923 eV
Total charge = +1
LUMO energy (alpha / beta) = -2.502 / -2.511 eV
Relative energy (zero: lowest compared OMol25 entry of this formula, charge and spin) = 12.4 kcal per mole